No. 1
16
Properties=species:S:1:pos:R:3:forces:R:3:nbo_charge:R:1 method="wB97M-V/def2-TZVPD" total_charge=0 gap_ev=8.669 mol_weight_g_mol=396.06 total_energy_ha=-1623.90429 lumo_energy_ev=0.15 smiles="C=C(I)[C@@H]1CC(I)=CSS1"
C 2.611 -0.055 1.374 -2.208 0.851 -3.012 -0.424
C 1.967 0.544 0.315 -1.711 -2.588 1.374 -0.139
I 2.743 2.263 -0.664 -0.394 -0.815 0.338 0.178
C 0.473 -0.084 -0.259 3.058 2.539 -1.037 -0.418
C -0.763 0.528 0.378 -0.439 -0.242 0.756 -0.512
C -2.018 -0.005 -0.313 0.390 1.783 1.425 -0.116
I -3.662 1.264 0.062 -0.148 -0.074 0.216 0.126
C -2.213 -0.951 -1.197 -2.455 -0.892 -0.543 -0.449
S -0.988 -2.038 -1.829 -0.227 0.078 -0.143 0.179
S 0.436 -1.856 -0.372 0.252 -1.218 1.026 0.143
H 3.596 0.208 1.561 1.618 0.754 0.710 0.209
H 2.231 -0.909 1.917 -0.362 -0.040 -0.189 0.218
H 0.539 0.089 -1.373 -0.318 0.826 1.182 0.244
H -0.820 1.617 0.379 0.466 0.208 -0.971 0.251
H -0.792 0.457 1.506 -0.029 -0.975 -1.030 0.246
H -3.341 -1.071 -1.484 2.508 -0.196 -0.102 0.265

=====

No. 2
149
Properties=species:S:1:pos:R:3:forces:R:3:mulliken_charge:R:1 method="wB97M-V/def2-TZVPD" total_charge=0 gap_ev=8.523 mol_weight_g_mol=799.24 total_energy_ha=-2544.87482 lumo_energy_ev=0.37 smiles="CC1(C)CCCC(C)(C)N1O.CC1(C)CCCC(C)(C)N1O.CC1(C)CCCC(C)(C)N1O.COC[C@H](C)N.COC[C@H](C)N.COC[C@H](C)N.NC(N)=O"
C -0.032 -4.845 7.728 -0.296 1.355 0.306 -1.731
C 0.546 -5.748 6.642 -0.766 -1.122 -0.873 1.675
C 1.784 -6.457 7.196 0.126 -0.135 0.927 -1.877
C -0.453 -6.915 6.340 -0.140 0.818 -0.431 -1.278
C -1.664 -6.625 5.431 0.848 0.042 0.795 -0.739
C -1.224 -5.960 4.124 -1.275 0.951 0.679 -1.306
C -0.150 -4.815 4.343 -1.230 0.523 -1.393 2.393
C 0.543 -4.635 3.007 2.259 -0.561 -0.317 -2.439
C -0.857 -3.488 4.612 -0.164 0.460 -0.031 -2.055
N 0.839 -5.092 5.364 0.889 -1.690 0.507 -0.008
O 1.834 -4.109 5.549 -0.677 0.221 -0.332 -0.401
H -0.903 -4.256 7.432 -0.309 -0.535 -0.287 0.329
H -0.307 -5.352 8.654 0.121 -0.327 -0.145 0.397
H 0.625 -4.025 8.036 0.559 -0.327 -0.058 0.414
H 1.440 -7.129 7.989 -0.116 0.127 0.172 0.414
H 2.320 -7.135 6.534 -0.126 0.449 -0.538 0.409
H 2.481 -5.775 7.684 0.097 0.100 -0.276 0.363
H 0.079 -7.707 5.810 0.324 -0.157 0.485 0.402
H -0.822 -7.212 7.322 0.128 -0.551 -0.107 0.455
H -2.111 -7.614 5.315 -0.347 0.192 -0.429 0.387
H -2.370 -6.013 5.997 -0.123 0.162 -0.237 0.344
H -2.098 -5.439 3.718 -0.063 0.430 0.369 0.358
H -1.165 -6.636 3.267 1.507 -0.407 0.386 0.449
H 0.902 -5.623 2.708 -0.165 0.032 -0.398 0.487
H 1.478 -4.084 3.148 -0.071 0.156 0.236 0.501
H 0.086 -4.114 2.167 -0.845 -0.239 0.327 0.361
H -1.298 -3.484 5.609 -0.231 0.321 -0.139 0.175
H -1.578 -3.231 3.835 -0.359 -0.482 0.182 0.554
H -0.160 -2.656 4.479 0.273 -0.047 0.524 0.557
H 1.352 -3.333 5.874 0.208 0.183 0.073 0.345
C 7.150 -3.061 1.743 -0.480 0.769 0.564 -1.534
C 7.351 -1.730 0.966 -0.015 0.103 -1.138 1.422
C 8.419 -0.917 1.677 -0.126 -0.737 0.754 -1.883
C 7.919 -2.081 -0.464 -1.187 -1.566 0.595 -1.225
C 6.845 -2.529 -1.508 -0.228 0.379 0.754 -0.731
C 5.815 -1.422 -1.504 1.777 1.858 -0.511 -1.464
C 5.179 -1.069 -0.163 -1.923 -0.151 -1.970 2.106
C 4.359 0.268 -0.397 -0.494 -0.175 1.439 -1.395
C 4.180 -2.203 0.098 -0.489 -0.311 1.871 -1.693
N 6.184 -0.805 0.854 0.074 -0.225 -0.442 0.116
O 5.523 -0.805 2.106 -0.022 -0.789 0.945 -0.548
H 8.089 -3.613 1.746 -0.063 -0.093 -0.141 0.482
H 6.918 -2.834 2.786 0.038 0.064 0.016 0.371
H 6.325 -3.692 1.418 0.200 0.009 -0.396 0.278
H 9.294 -1.555 1.814 0.227 0.229 -0.099 0.407
H 8.664 0.009 1.162 -0.022 -0.055 -0.027 0.434
H 8.024 -0.722 2.676 0.191 0.361 0.022 0.400
H 8.556 -1.278 -0.828 -0.111 -0.021 -0.215 0.404
H 8.495 -2.971 -0.205 0.676 0.269 -0.433 0.442
H 7.250 -2.716 -2.504 0.313 0.505 -0.010 0.425
H 6.321 -3.471 -1.325 0.370 -0.147 0.759 0.327
H 5.148 -1.471 -2.365 -0.537 -0.032 0.429 0.354
H 6.392 -0.494 -1.631 0.186 -0.017 -0.795 0.470
H 4.049 0.633 0.589 -0.174 -0.218 0.171 0.363
H 3.406 0.145 -0.914 0.189 -0.396 -0.253 0.054
H 4.813 1.181 -0.787 0.817 -0.587 -0.481 0.301
H 4.631 -3.150 0.401 0.410 0.021 -0.535 0.252
H 3.491 -2.400 -0.722 0.187 0.236 -0.192 0.236
H 3.578 -2.022 0.993 -0.226 0.399 -0.161 0.475
H 5.117 0.047 2.291 0.404 0.326 -0.527 0.377
C -4.365 1.629 -9.196 0.346 0.436 -0.502 -1.721
C -2.896 1.951 -8.791 0.420 1.139 0.851 1.653
C -1.887 1.573 -9.884 -0.216 -1.152 0.028 -1.996
C -2.807 3.492 -8.597 -1.425 0.620 -0.446 -1.123
C -3.437 3.968 -7.293 1.419 -1.158 1.354 -0.916
C -2.670 3.358 -6.080 -0.656 0.527 -1.501 -0.946
C -2.689 1.823 -6.151 0.011 1.407 2.064 2.032
C -1.537 1.401 -5.203 0.276 -1.626 -2.232 -2.433
C -4.032 1.361 -5.504 0.138 -0.997 -1.806 -1.825
N -2.396 1.364 -7.518 0.376 -0.620 -0.315 0.049
O -2.631 -0.050 -7.589 -0.276 0.686 0.416 -0.460
H -4.691 0.607 -9.393 0.462 -0.270 0.598 0.354
H -5.052 2.134 -8.518 -0.149 -0.245 0.002 0.393
H -4.508 2.083 -10.180 -0.009 0.247 0.056 0.463
H -1.866 0.486 -9.987 -0.167 -0.047 -0.054 0.390
H -2.144 1.969 -10.866 -0.069 0.265 0.110 0.386
H -0.859 1.823 -9.623 -0.155 0.431 0.142 0.431
H -1.817 3.897 -8.799 0.129 -0.175 0.287 0.397
H -3.490 3.923 -9.335 0.436 -0.022 -0.545 0.425
H -3.458 5.039 -7.095 -0.207 0.125 -0.714 0.467
H -4.437 3.535 -7.249 -0.236 0.475 0.083 0.237
H -3.176 3.772 -5.207 0.203 -0.534 0.382 0.210
H -1.630 3.685 -6.035 -0.014 0.236 -0.281 0.451
H -1.627 1.729 -4.172 -0.040 -0.140 -0.025 0.408
H -0.590 1.631 -5.698 0.046 0.952 0.395 0.519
H -1.469 0.320 -5.372 -0.330 -0.291 1.096 0.473
H -4.002 0.320 -5.178 0.320 0.138 0.510 0.438
H -4.752 1.287 -6.328 -0.502 0.549 0.245 0.472
H -4.377 2.030 -4.722 0.002 -0.106 -0.009 0.348
H -3.579 -0.045 -7.395 -0.071 -0.872 -0.140 0.401
C -2.157 5.490 2.142 -1.351 0.380 0.541 -0.729
O -2.398 5.974 0.851 -0.142 -0.126 -1.288 -0.411
C -1.291 5.894 -0.025 1.209 0.065 -0.460 -1.034
C -1.333 4.820 -1.129 -1.062 -0.206 1.003 0.468
C -2.416 5.071 -2.170 0.251 -0.084 -0.018 -1.058
N -1.534 3.526 -0.507 0.697 -0.982 0.072 -0.364
H -1.578 6.215 2.719 0.629 -0.408 -0.070 0.332
H -1.849 4.444 2.194 0.626 0.178 -0.085 0.326
H -3.140 5.511 2.621 -0.026 -0.058 0.046 0.198
H -1.110 6.811 -0.594 -0.561 0.495 0.428 0.462
H -0.401 5.782 0.600 0.185 -0.324 -0.171 0.413
H -0.375 4.806 -1.653 0.210 0.156 0.318 0.333
H -2.407 6.102 -2.527 -0.227 -0.017 -0.075 0.436
H -3.372 4.775 -1.739 -0.165 0.367 -0.122 0.300
H -2.204 4.396 -3.002 -0.185 0.093 -0.156 0.003
H -2.353 3.447 0.081 -0.147 0.468 -0.091 0.129
H -1.615 2.792 -1.203 0.121 -0.128 0.046 0.106
C -1.846 -0.454 2.847 -0.776 -0.062 0.752 -0.402
O -1.989 -1.001 1.554 1.177 0.733 -0.226 -0.360
C -1.671 -0.051 0.517 0.994 -0.279 -0.754 -1.098
C -0.885 -0.714 -0.670 -0.556 -0.548 -0.575 0.132
C 0.496 -1.157 -0.249 0.263 -0.576 1.403 -0.603
N -0.804 0.169 -1.816 -0.144 1.539 -1.122 -0.316
H -2.506 0.404 3.006 0.078 0.262 -0.251 0.037
H -0.843 -0.180 3.184 0.293 0.053 -0.640 0.299
H -2.188 -1.178 3.587 -0.069 -0.276 -0.278 0.257
H -2.597 0.452 0.239 -0.011 -0.109 -0.492 0.455
H -0.935 0.725 0.751 -0.302 0.178 1.119 0.393
H -1.465 -1.595 -0.956 -0.009 -0.054 -0.169 0.376
H 1.241 -1.367 -1.015 -0.508 -0.009 -0.481 -0.055
H 0.379 -2.062 0.353 0.311 0.057 0.211 0.093
H 0.981 -0.396 0.370 -0.075 0.048 0.122 0.422
H -0.660 -0.265 -2.724 -0.976 -1.001 0.249 0.207
H 0.081 0.675 -1.925 -0.265 0.161 1.405 0.388
C -1.872 5.120 5.476 1.865 -1.740 -0.985 -0.766
O -2.707 3.970 5.365 -1.603 0.573 0.937 -0.305
C -4.100 4.308 5.401 0.185 1.403 -2.261 -0.517
C -4.961 3.188 4.840 -0.670 -0.991 -0.023 0.605
C -4.766 2.952 3.313 0.580 0.027 0.759 -1.411
N -6.439 3.428 4.951 1.012 0.393 -0.209 -0.855
H -1.035 4.673 4.930 0.598 0.832 0.057 0.250
H -1.463 5.334 6.464 -0.717 0.053 0.316 0.338
H -2.140 6.023 4.928 -0.715 -0.100 0.175 0.325
H -4.421 4.888 6.268 -0.085 -0.914 0.647 0.389
H -4.193 5.063 4.604 -0.144 0.408 0.028 0.051
H -4.751 2.292 5.429 0.090 -0.186 -0.254 0.338
H -5.454 2.180 2.968 0.375 -0.465 0.160 0.531
H -3.729 2.726 3.060 -0.101 -0.042 -0.247 -0.098
H -5.126 3.822 2.757 0.444 0.342 0.112 0.538
H -6.801 2.588 4.510 -0.417 -0.256 0.489 0.309
H -6.541 4.054 4.154 -0.706 0.634 0.358 0.347
N 2.174 -1.140 -4.241 -0.568 -1.783 1.094 -0.437
C 2.256 0.107 -3.793 0.159 2.147 -1.172 0.882
N 2.882 0.933 -4.688 -0.359 -0.071 0.963 -0.573
O 1.761 0.551 -2.768 0.520 -0.416 0.193 -0.784
H 1.807 -1.781 -3.554 0.030 -0.360 -0.545 0.239
H 2.477 -1.423 -5.152 -0.005 -0.206 0.075 0.167
H 2.865 1.892 -4.385 0.427 0.097 -0.693 0.228
H 3.285 0.531 -5.511 0.260 0.708 -0.184 0.128